Record 1
{
  "formula": "C7H16OPS2",
  "method": "ωB97M-V/def2-TZVPD",
  "gap_ev": 7.945,
  "spin_multiplicity": 1,
  "charge": 1,
  "e_homo_ha": -0.47460,
  "lumo_ev": -4.969,
  "species": ["C", "C", "C", "C", "C", "C", "C", "O", "P", "S", "S", "H", "H", "H", "H", "H", "H", "H", "H", "H", "H", "H", "H", "H", "H", "H", "H"],
  "xyz": [[-1.42455, 0.77992, -2.22949], [-1.09379, -0.70763, -2.03975], [-1.64364, 1.47762, -0.95201], [0.08471, -0.74474, -1.02378], [-0.54185, 1.22950, 0.14805], [-0.34611, -0.26124, 0.29241], [-1.13278, -1.01530, 1.32708], [2.00582, -0.03248, 2.95793], [1.95525, -0.57891, 1.44173], [3.15921, 0.81219, 0.31791], [3.25831, -2.26008, 1.61778], [-0.50910, 1.24919, -2.66799], [-2.26136, 0.99852, -2.80790], [-1.98511, -1.28365, -1.70621], [-0.72717, -1.09829, -2.98071], [-1.47578, 2.61472, -1.09721], [-2.59253, 1.22338, -0.57047], [0.61161, -1.76764, -1.03420], [0.85922, 0.00701, -1.29320], [0.32963, 1.61651, -0.31760], [-0.91273, 1.71029, 1.03205], [-1.42779, -0.58089, 2.26786], [-0.56848, -1.88589, 1.63673], [-1.98443, -1.35545, 0.81194], [2.82407, 0.47058, 3.17412], [2.17708, 1.70403, 0.69690], [3.36228, -2.32127, 2.99804]]
}

=====

Record 2
{
  "formula": "C7H17Br2HfNO6",
  "method": "ωB97M-V/def2-TZVPD",
  "gap_ev": 2.875,
  "spin_multiplicity": 1,
  "e_homo_ha": -0.33036,
  "lumo_ev": -6.114,
  "species": ["Hf", "Br", "Br", "N", "O", "O", "O", "C", "C", "C", "O", "H", "H", "H", "H", "H", "H", "H", "C", "O", "C", "C", "O", "C", "H", "H", "H", "H", "H", "H", "H", "H", "H", "H"],
  "xyz": [[1.29362, 1.54810, 0.99312], [0.13087, -0.09558, 4.36504], [5.13044, 0.81196, 0.84131], [2.18778, 3.22721, -2.90494], [2.53964, 3.72466, -3.98694], [1.79273, 2.05697, -2.64265], [2.12611, 3.79984, -1.83369], [-3.45545, 3.47626, -2.03064], [-3.41226, 3.44076, -0.54795], [-4.68794, 3.06565, 0.14975], [-2.37337, 2.69595, -0.02494], [-3.74690, 2.47617, -2.35153], [-2.46167, 3.58025, -2.46618], [-4.16775, 4.16488, -2.48508], [-3.32728, 4.44179, -0.12507], [-4.97214, 2.02916, -0.03192], [-5.54577, 3.69780, -0.07961], [-4.68281, 3.13083, 1.23778], [3.39882, -3.67135, 2.83991], [2.57455, -3.03926, 1.84104], [2.34725, -3.79914, 0.64181], [1.87758, -2.71576, -0.42424], [0.79076, -1.90476, 0.10715], [-0.52717, -2.52122, 0.11913], [4.40326, -3.25257, 2.77792], [3.41561, -4.76107, 2.85758], [2.98053, -3.47960, 3.82802], [1.64817, -4.59873, 0.88686], [3.24948, -4.27757, 0.26079], [1.55122, -3.07951, -1.39854], [2.68562, -2.03723, -0.69768], [-0.84536, -2.90779, -0.84908], [-1.42538, -1.91995, 0.25986], [-0.49279, -3.30715, 0.87361]]
}

=====

Record 3
{
  "formula": "C7H17FN2O4S",
  "method": "ωB97M-V/def2-TZVPD",
  "gap_ev": 10.291,
  "smiles": "CCOCCN(C[C@@H](O)CN)S(=O)(=O)F",
  "spin_multiplicity": 1,
  "e_homo_ha": -0.35818,
  "lumo_ev": 0.545,
  "species": ["C", "C", "O", "C", "C", "N", "C", "C", "O", "C", "N", "S", "O", "O", "F", "H", "H", "H", "H", "H", "H", "H", "H", "H", "H", "H", "H", "H", "H", "H", "H", "H"],
  "xyz": [[-3.37408, -0.12790, 0.52194], [-2.16293, 0.76232, 0.74476], [-1.90917, 1.51157, -0.44477], [-0.59989, 1.98729, -0.58313], [0.32914, 1.07656, -1.39764], [0.38923, -0.32955, -0.93452], [1.78081, -0.84393, -0.75574], [2.49254, -0.42684, 0.54249], [3.38193, 0.66777, 0.36540], [1.56766, -0.21889, 1.72912], [0.93536, -1.47900, 2.09688], [-0.38924, -1.41961, -1.89599], [0.18125, -1.49747, -3.19258], [-0.66670, -2.57715, -1.12765], [-1.73043, -0.65594, -2.06532], [-3.92998, 0.23056, -0.34506], [-4.04776, -0.10959, 1.37885], [-3.08716, -1.16207, 0.32997], [-1.27719, 0.17289, 0.99382], [-2.33758, 1.46827, 1.56828], [-0.15148, 2.19889, 0.39500], [-0.65514, 2.93943, -1.12103], [0.08139, 1.12012, -2.46064], [1.34175, 1.47833, -1.31294], [2.39148, -0.56006, -1.61849], [1.71742, -1.93418, -0.74544], [3.13412, -1.27154, 0.80259], [2.88099, 1.48342, 0.23967], [2.18969, 0.13589, 2.55238], [0.84058, 0.56994, 1.49827], [0.35186, -1.82430, 1.34006], [0.33152, -1.36522, 2.90145]]
}

=====

Record 4
{
  "formula": "C7H17FN3O",
  "method": "ωB97M-V/def2-TZVPD",
  "gap_ev": 8.866,
  "spin_multiplicity": 1,
  "charge": 1,
  "e_homo_ha": -0.44498,
  "lumo_ev": -3.242,
  "species": ["C", "C", "F", "C", "C", "C", "N", "C", "H", "H", "H", "H", "H", "H", "H", "H", "H", "H", "H", "H", "H", "C", "O", "N", "N", "H", "H", "H", "H"],
  "xyz": [[1.03018, 0.55133, 0.99522], [-0.11514, 0.09748, 0.13587], [-0.13725, 0.87142, -1.03386], [-1.49157, 0.21660, 0.80609], [-2.19249, -1.11084, 1.10292], [-3.57209, -0.63842, 1.50718], [-3.87752, 0.34743, 0.39877], [-2.53460, 0.95568, -0.04047], [0.83283, 1.51729, 1.46301], [1.24083, -0.18886, 1.76924], [1.92288, 0.61090, 0.37450], [0.04400, -0.93199, -0.19335], [-1.38617, 0.75805, 1.75098], [-2.26445, -1.69196, 0.17627], [-1.71243, -1.74131, 1.84811], [-4.35716, -1.38790, 1.56790], [-3.53967, -0.06335, 2.43173], [-4.29073, -0.14761, -0.39053], [-4.54669, 1.06038, 0.68508], [-2.56985, 2.02653, 0.13424], [-2.42283, 0.76357, -1.10359], [4.16625, -0.44420, -1.45401], [3.39295, -0.94911, -0.65280], [3.89109, 0.72700, -2.10257], [5.36426, -1.01498, -1.76123], [4.51529, 1.14583, -2.76566], [2.99876, 1.15386, -1.93932], [5.59716, -1.87223, -1.29540], [6.01417, -0.62060, -2.41430]]
}

=====

Record 5
{
  "formula": "C7H17GeNOsSbSe5",
  "method": "ωB97M-V/def2-TZVPD",
  "gap_ev": [7.424, 5.748],
  "spin_multiplicity": 5,
  "charge": 1,
  "e_homo_ha": [-0.41281, -0.40957],
  "lumo_ev": [-3.810, -5.397],
  "species": ["Os", "Se", "Sb", "Se", "Se", "Se", "C", "Ge", "C", "C", "C", "Se", "C", "H", "H", "H", "H", "H", "H", "H", "H", "H", "H", "H", "H", "H", "H", "C", "C", "N", "H", "H", "H"],
  "xyz": [[1.05814, -0.24018, 0.08973], [4.52092, -2.26457, 3.67778], [3.95944, -0.48439, 2.02473], [2.96451, -1.57747, -0.07162], [1.55662, 0.25044, 2.37029], [5.57828, 1.17272, 1.70121], [-1.50611, -2.08597, 1.96760], [-2.25976, -0.98346, 0.54883], [-4.19117, -0.81738, 0.68170], [-1.52316, 0.85407, 0.59216], [-1.82589, -1.87448, -1.16252], [-0.07861, -1.45968, -1.92500], [-0.60806, 0.09406, -2.97184], [-1.57569, -1.57711, 2.92914], [-0.45652, -2.32419, 1.79025], [-2.05935, -3.02355, 2.03346], [-4.47406, -0.37102, 1.63499], [-4.65922, -1.79920, 0.61419], [-4.58397, -0.19291, -0.12068], [-1.73108, 1.26122, 1.58324], [-2.01945, 1.48521, -0.14482], [-0.44372, 1.08291, 0.46640], [-2.55001, -1.67942, -1.95327], [-1.81070, -2.95224, -0.99636], [-1.12195, 0.81140, -2.33862], [-1.25449, -0.25058, -3.77483], [0.29678, 0.53294, -3.38379], [3.83657, 3.39600, -1.02021], [2.74679, 2.45086, -0.89500], [1.88605, 1.69683, -0.80337], [4.66198, 2.91249, -1.54141], [4.16592, 3.68775, -0.02426], [3.50099, 4.26893, -1.57810]]
}

=====

Record 6
{
  "formula": "C7H17N",
  "method": "ωB97M-V/def2-TZVPD",
  "gap_ev": [2.431, 8.675],
  "spin_multiplicity": 2,
  "charge": -1,
  "e_homo_ha": [0.05396, -0.17775],
  "lumo_ev": [3.899, 3.839],
  "species": ["C", "C", "C", "N", "C", "C", "C", "C", "H", "H", "H", "H", "H", "H", "H", "H", "H", "H", "H", "H", "H", "H", "H", "H", "H"],
  "xyz": [[-0.28035, 1.63112, 1.42843], [0.63972, 1.44125, 2.62664], [-0.59203, 0.38420, 0.61050], [0.50297, -0.04370, -0.27149], [1.49163, -0.89190, 0.38871], [-0.95012, -1.82622, -1.27881], [0.03559, -0.69061, -1.49805], [-0.57848, 0.32356, -2.50454], [-1.23940, 1.97141, 1.81044], [0.02866, 2.47124, 0.79760], [0.23535, 0.66426, 3.28246], [1.66161, 1.20879, 2.32714], [0.67301, 2.36689, 3.21779], [-0.84618, -0.42746, 1.30106], [-1.48070, 0.55512, -0.00290], [1.33428, -1.94726, 0.16194], [1.56330, -0.71998, 1.45787], [2.51214, -0.66915, 0.02421], [-1.82208, -1.42437, -0.77893], [-0.47528, -2.57997, -0.63836], [-1.15545, -2.36593, -2.20393], [0.90558, -1.10373, -1.99538], [-0.23828, 0.02504, -3.49525], [-0.25738, 1.35194, -2.30788], [-1.66810, 0.29547, -2.45927]]
}

=====

Record 7
{
  "formula": "C7H17N",
  "method": "ωB97M-V/def2-TZVPD",
  "gap_ev": 8.252,
  "smiles": "CC(C)/C=N/C(C)C.[H][H]",
  "spin_multiplicity": 1,
  "e_homo_ha": -0.28483,
  "lumo_ev": 0.502,
  "species": ["C", "C", "C", "C", "N", "C", "C", "C", "H", "H", "H", "H", "H", "H", "H", "H", "H", "H", "H", "H", "H", "H", "H", "H", "H"],
  "xyz": [[-1.33707, -1.45354, 1.58811], [-0.81691, -0.00786, 1.43305], [0.47822, 0.20125, 2.21922], [-0.59585, 0.47963, -0.01305], [0.26890, 1.34562, -0.43646], [0.85393, 0.38759, -1.50871], [1.92823, -0.66486, -0.99765], [0.06128, -0.45767, -2.58281], [-1.37294, -1.54752, 2.68900], [-2.37054, -1.53366, 1.28075], [-0.50636, -2.04290, 1.20812], [-1.63137, 0.68329, 1.70278], [0.61530, 1.27530, 2.28987], [0.50066, -0.10589, 3.26575], [1.26038, -0.33984, 1.68451], [-1.54470, 0.44814, -0.58693], [1.40996, 1.15859, -2.04396], [2.35253, -0.89202, -1.98924], [1.40327, -1.48348, -0.49561], [2.81241, -0.23561, -0.51654], [-0.91852, -0.05551, -2.86545], [0.71238, -0.39673, -3.45408], [-0.12406, -1.45208, -2.17928], [-1.88285, 3.07986, 0.36129], [-1.55627, 3.60987, -0.05267]]
}

=====

Record 8
{
  "formula": "C7H17N2O2",
  "method": "ωB97M-V/def2-TZVPD",
  "gap_ev": 10.490,
  "spin_multiplicity": 1,
  "charge": 1,
  "e_homo_ha": -0.48302,
  "lumo_ev": -2.653,
  "species": ["C", "C", "C", "C", "C", "C", "C", "N", "N", "O", "O", "H", "H", "H", "H", "H", "H", "H", "H", "H", "H", "H", "H", "H", "H", "H", "H", "H"],
  "xyz": [[-2.07065, 0.88517, 0.70208], [-1.68471, 1.98068, -0.31256], [-2.48797, -0.22046, -0.34858], [-1.51088, 1.38734, -1.64284], [1.64733, -2.03468, 2.66133], [4.09903, -0.61642, -0.07653], [1.75953, -1.03744, 0.52979], [0.97881, -0.58954, -0.37219], [-1.67464, -0.06593, -1.55727], [1.03164, -1.49298, 1.57151], [3.05220, -1.16645, 0.69301], [-1.26854, 0.48621, 1.32307], [-2.93259, 1.22543, 1.34696], [-2.47747, 2.68353, -0.41741], [-0.82307, 2.38877, 0.11551], [-2.41003, -1.15503, 0.15407], [-3.59787, -0.15297, -0.50815], [-2.40552, 1.82195, -2.09607], [-0.67100, 1.85050, -2.07974], [0.75776, -2.29341, 3.19083], [2.27338, -1.32573, 3.20769], [2.32021, -2.90059, 2.31048], [4.18097, -1.13068, -0.99887], [5.00031, -0.74750, 0.57540], [4.05398, 0.51957, -0.20003], [-2.10933, -0.27156, -2.47214], [1.43081, -0.08225, -1.08386], [-0.66750, -0.41177, -1.35050]]
}

=====

Record 9
{
  "formula": "C7H17N3O",
  "method": "ωB97M-V/def2-TZVPD",
  "gap_ev": 10.062,
  "spin_multiplicity": 1,
  "charge": 2,
  "e_homo_ha": -0.64776,
  "lumo_ev": -7.564,
  "species": ["C", "C", "C", "C", "C", "C", "C", "N", "N", "N", "O", "H", "H", "H", "H", "H", "H", "H", "H", "H", "H", "H", "H", "H", "H", "H", "H", "H"],
  "xyz": [[1.47146, -0.52595, -0.10262], [-1.16278, 0.60878, -1.86743], [2.60221, 1.53827, -0.20910], [2.42928, 0.13686, 1.98183], [0.66279, -2.78778, -1.04691], [-2.81890, 0.35989, 1.55694], [-1.31503, 0.58846, -0.43077], [2.08469, 0.43267, 0.57396], [0.95528, -1.47075, -0.60869], [-2.46002, 0.47323, 0.15267], [-3.41580, 0.18611, -0.75244], [-0.08461, 0.37275, -2.25854], [-1.35248, 1.62627, -2.24909], [-1.70100, -0.24115, -2.41508], [3.64189, 1.61083, 0.02324], [2.46774, 1.43038, -1.25110], [2.19415, 2.59718, 0.03064], [1.94455, 0.82960, 2.72490], [1.96702, -0.87533, 2.07833], [3.55918, 0.04804, 2.13720], [-0.06403, -2.57563, -1.87196], [0.02769, -3.26524, -0.27651], [1.61435, -3.26211, -1.49872], [-2.61110, -0.66397, 1.91495], [-3.74882, 0.71313, 1.80755], [-2.12863, 1.01525, 2.09892], [-0.46533, 0.68738, 0.12147], [-4.29376, 0.41284, -0.36361]]
}